1.
58
Properties=species:S:1:pos:R:3 method="wB97M-V/def2-TZVPD" relative_energy_kj_mol=74.49 e_homo_ev="-13.2 / -14.0" spin_multiplicity=6 mol_weight_g_mol=780.9 gap_ha="0.285 / 0.196" charge=+2
Ir 0.2844 0.2984 0.2662
C -1.8555 0.6403 3.4242
C -0.9764 -0.5973 3.5267
S -0.7462 -1.5010 1.9822
C -2.4392 -1.8929 1.4793
C -2.7172 -1.5621 0.0185
S -2.2903 0.1101 -0.4907
C -3.4030 1.1017 0.5294
C -2.7037 2.2298 1.2724
S -1.2267 1.7875 2.1864
H -1.8511 1.1529 4.3863
H -2.8917 0.3918 3.2027
H -1.3672 -1.2886 4.2737
H 0.0379 -0.3351 3.8335
H -3.1220 -1.3721 2.1464
H -2.5977 -2.9604 1.6349
H -3.7730 -1.7223 -0.2050
H -2.1533 -2.2113 -0.6508
H -3.9215 0.4319 1.2137
H -4.1564 1.5254 -0.1341
H -3.4032 2.7094 1.9585
H -2.3715 3.0046 0.5787
N 0.3306 -1.7030 -3.6002
C 0.2894 -2.9133 -2.9131
C 0.2551 -4.2281 -3.3657
C 0.2245 -5.2090 -2.3971
C 0.2240 -4.8872 -1.0281
C 0.2579 -3.5751 -0.5937
C 0.2887 -2.5720 -1.5678
N 0.3298 -1.1695 -1.4570
C 0.3556 -0.7133 -2.6954
C 0.4462 0.7113 -2.9991
C 0.6849 1.3134 -4.1893
S 0.8291 2.9897 -3.9515
C 0.5673 2.7898 -2.2887
N 0.3678 1.5531 -1.9146
H 0.3333 -1.5856 -4.6007
H 0.2560 -4.4749 -4.4195
H 0.1986 -6.2482 -2.6960
H 0.1937 -5.6886 -0.3013
H 0.2479 -3.3471 0.4636
H 0.8108 0.8705 -5.1658
H 0.5851 3.6271 -1.6074
N 4.8718 6.0818 1.7508
C 4.1715 5.1932 1.5535
C 3.2880 4.0718 1.3029
C 1.9403 4.2977 1.0307
C 1.1008 3.2274 0.7914
C 1.5653 1.9057 0.8223
C 2.9202 1.7027 1.0969
C 3.7756 2.7762 1.3313
H 1.5625 5.3122 1.0126
H 0.0635 3.4524 0.5706
H 3.3448 0.7132 1.1256
H 4.8238 2.6072 1.5413
Se 3.4499 -3.6743 1.1446
C 2.6185 -2.0791 0.9524
N 2.0717 -1.0690 0.8281

2.
55
Properties=species:S:1:pos:R:3 method="wB97M-V/def2-TZVPD" relative_energy_kj_mol=0.00 e_homo_ev="-4.2 / -4.6" spin_multiplicity=3 mol_weight_g_mol=646.7 gap_ha="0.249 / 0.226" charge=-1
Pt 1.5080 -1.3788 0.3559
O -1.3662 -3.5753 2.5477
C -0.8948 -2.8379 1.6986
O 0.2631 -2.2687 1.8204
C -1.7505 -2.4879 0.4938
C -3.1076 -2.3026 0.7554
C -4.0096 -1.9974 -0.2489
C -3.5536 -1.9022 -1.5582
C -2.2119 -2.0906 -1.8352
C -1.2835 -2.3777 -0.8245
S 0.3966 -2.5966 -1.3225
H -3.4347 -2.4249 1.7795
H -5.0557 -1.8486 -0.0148
H -4.2405 -1.6739 -2.3645
H -1.8493 -2.0169 -2.8537
C 5.2393 -4.2890 1.4684
C 4.1519 -4.1680 2.3233
C 3.0863 -3.3365 1.9987
C 3.0990 -2.6089 0.8107
C 4.1942 -2.7294 -0.0408
C 5.2542 -3.5689 0.2820
H 6.0673 -4.9397 1.7223
H 4.1247 -4.7299 3.2496
H 2.2282 -3.2675 2.6550
H 4.2205 -2.1663 -0.9667
H 6.0950 -3.6547 -0.3971
C -2.4224 1.6593 -2.4895
C -0.9392 1.9612 -2.6645
C -0.0268 0.9470 -1.9878
N -0.2847 0.9084 -0.5649
C 0.6620 0.6456 0.3981
S 2.3851 0.7400 0.0561
N 0.1312 0.8638 1.7093
C -0.5432 1.9693 2.1418
O -1.1553 1.9751 3.1941
C -0.4723 3.2081 1.2926
C -1.6575 3.8701 0.9988
C -1.6372 5.0129 0.2156
C -0.4281 5.5164 -0.2494
C 0.7585 4.8760 0.0781
C 0.7385 3.7189 0.8444
H -3.0402 2.3461 -3.0694
H -2.7299 1.7647 -1.4471
H -2.6581 0.6411 -2.8021
H -0.7145 2.9577 -2.2740
H -0.6888 1.9727 -3.7290
H 1.0198 1.2217 -2.1179
H -0.1509 -0.0599 -2.4091
H -1.2084 0.5908 -0.2967
H 0.0924 0.0524 2.3219
H -2.5886 3.4767 1.3848
H -2.5648 5.5136 -0.0302
H -0.4107 6.4103 -0.8590
H 1.7042 5.2720 -0.2685
H 1.6593 3.2070 1.0892